The following is a DFT calculation (wB97M-V/def2-TZVPD) of a molecular structure, C4H5BrN2O in a non-equilibrium geometry.

Output
HOMO level (alpha / beta): -0.2323 / -0.3959 Ha
Energy above the lowest of the compared OMol25 structures with the same formula, charge and spin: 41.1 kcal per mole
Spin multiplicity: 3
HOMO-LUMO gap (alpha / beta): 6.56 / 6.48 eV
Energy: -2913.95990 a.u.
E_LUMO (alpha / beta): 0.242 / -4.291 eV

Last column: Löwdin spin population.
Element x y z (Å)
C -1.53772 0.32444 0.92368  0.246
C 0.07514 -0.44958 -1.01665  0.372
C 1.06790 -0.35297 1.42891  0.010
C 0.31142 0.37903 0.28602  0.297
N -2.54421 0.09179 1.40104  0.029
N -0.44025 0.21927 -2.09230  0.147
O 0.39406 -1.61951 -1.00912  0.795
Br 0.93131 2.18710 -0.01456  0.076
H 1.21541 0.39062 2.10426  0.000
H 1.92151 -0.82044 0.96650  0.003
H 0.33488 -1.09164 1.80787  0.006
H -0.90836 1.05425 -1.84841  0.013
H -0.82110 -0.31236 -2.93724  0.007